A | DFT (ωB97M-V/def2-TZVPD) results for a gas-phase ion, C5H12NO (charge -1).

```
19
C5H12NO ωB97M-V/def2-TZVPD
C -0.54 1.93 -1.35
N 0.73 1.92 -0.58
C 1.11 0.56 -0.19
C 0.37 0.01 1.05
C 0.24 -1.50 1.04
C -0.84 -2.08 0.07
O -1.21 -1.25 -0.93
H -0.45 1.29 -2.21
H -1.38 1.69 -0.71
H -0.74 2.96 -1.68
H 0.55 2.47 0.24
H 2.19 0.53 -0.06
H 0.74 -0.14 -0.95
H 0.85 0.33 1.98
H -0.63 0.47 1.04
H -0.07 -1.87 2.03
H 1.21 -1.91 0.76
H -0.41 -3.07 -0.25
H -1.72 -2.36 0.70
```

The HOMO-LUMO gap comes out at 6.577 eV. The HOMO energy is -2.304 eV. The calculation puts the LUMO energy at 4.27 eV. As for the net charge: -1. The structure (SMILES) is CNCCCC[O-].



B | DFT (ωB97M-V/def2-TZVPD) results for a gas-phase ion, C5H12NO (charge -1).

```
19
C5H12NO ωB97M-V/def2-TZVPD
C -2.70 -0.80 -0.12
C -1.39 -0.08 -0.53
C -1.69 1.43 -0.82
C -0.31 -0.11 0.54
N 0.99 0.11 -0.03
C 2.19 -0.61 0.55
O 3.36 0.01 0.41
H -2.51 -1.77 0.32
H -3.28 -0.17 0.57
H -3.35 -0.90 -0.99
H -1.19 -0.48 -1.52
H -2.29 1.36 -1.73
H -0.79 2.03 -0.85
H -2.22 1.90 0.02
H -0.33 -0.94 1.26
H -0.53 0.73 1.27
H 1.33 0.94 -0.49
H 2.25 -1.59 0.03
H 1.85 -0.81 1.60
```

The HOMO-LUMO gap comes out at 5.700 eV. The HOMO energy is -2.081 eV. The calculation puts the LUMO energy at 3.62 eV. As for the net charge: -1. The structure (SMILES) is CC(C)CNC[O-].



C | DFT (ωB97M-V/def2-TZVPD) results for 2 unconnected molecules or ions with the total composition C5H12NO.

```
19
C5H12NO ωB97M-V/def2-TZVPD
C -0.48 -1.77 -2.12
C -0.72 -0.77 -0.96
C 0.33 0.76 0.92
C -0.83 0.77 1.89
N -1.22 -1.31 0.18
C 0.43 -0.54 0.04
O 2.11 2.59 0.35
H -0.10 -2.61 -1.55
H -1.31 -1.89 -2.81
H 0.36 -1.33 -2.71
H -1.32 0.21 -1.30
H 0.26 1.58 0.21
H 1.19 0.88 1.58
H -0.81 1.66 2.55
H -1.77 0.72 1.32
H -0.80 -0.13 2.53
H 2.64 2.92 -0.39
H 0.67 -1.33 0.79
H 1.36 -0.43 -0.53
```

The HOMO-LUMO gap comes out at 6.074 eV. The HOMO energy is -2.502 eV. The calculation puts the LUMO energy at 3.57 eV. As for the net charge: -1.



It is C that is the least stable of them.



A | DFT (ωB97M-V/def2-TZVPD) results for 2 unconnected molecules or ions with the total composition C5H12NO.

```
19
C5H12NO ωB97M-V/def2-TZVPD
C 2.94 1.05 -0.62
N 2.86 2.24 -1.13
C 0.51 -1.17 0.03
C -0.23 -0.15 0.92
C -1.45 0.51 0.28
C -2.44 -0.62 -0.22
O -2.60 -1.56 0.73
H 2.82 0.88 0.47
H 1.87 2.13 -0.69
H 2.88 0.11 -1.19
H -2.02 0.92 1.12
H -0.05 -2.10 0.09
H 0.45 -0.81 -1.01
H 1.55 -1.39 0.28
H -0.75 -0.81 1.63
H 0.45 0.54 1.42
H -1.29 1.29 -0.47
H -3.40 -0.08 -0.42
H -2.10 -0.96 -1.23
```

The HOMO-LUMO gap comes out at 5.403 eV. The HOMO energy is -2.482 eV. The calculation puts the LUMO energy at 2.92 eV. As for the net charge: -1.



B | DFT (ωB97M-V/def2-TZVPD) results for a gas-phase ion, C5H12NO (charge -1).

```
19
C5H12NO ωB97M-V/def2-TZVPD
C -2.03 -0.21 -1.55
N -1.26 -0.78 -0.48
C -0.22 0.14 0.05
C 0.83 0.56 -1.00
C 0.47 -0.58 1.21
C 1.49 0.29 2.08
O 2.07 1.36 1.45
H -1.48 -0.03 -2.48
H -2.45 0.76 -1.29
H -2.91 -0.81 -1.83
H -0.79 -1.59 -0.82
H -0.73 1.01 0.41
H 1.65 0.98 -0.40
H 0.48 1.34 -1.63
H 1.05 -0.27 -1.70
H -0.32 -0.94 1.91
H 0.99 -1.43 0.78
H 0.86 0.63 2.93
H 2.29 -0.42 2.36
```

The HOMO-LUMO gap comes out at 6.126 eV. The HOMO energy is -2.295 eV. The calculation puts the LUMO energy at 3.83 eV. As for the net charge: -1. The structure (SMILES) is CN[C@H](C)CC[O-].



It is A that is the least stable of them.



A | DFT (ωB97M-V/def2-TZVPD) results for 2 unconnected molecules or ions with the total composition C5H12NO.

```
19
C5H12NO ωB97M-V/def2-TZVPD
C -0.89 1.48 -1.01
O -0.86 1.38 0.36
C -1.07 0.15 -1.74
N -1.29 0.36 -3.18
H -1.72 2.14 -1.38
H 0.07 1.90 -1.45
H -0.23 -0.58 -1.52
H -2.03 -0.24 -1.34
H -0.44 0.51 -3.74
H -1.71 -0.47 -3.56
C 2.16 -1.14 1.86
C 0.85 -0.43 1.68
C -0.14 -0.39 2.61
H 3.11 -0.60 1.58
H 2.29 -1.45 2.94
H 2.29 -2.05 1.22
H 0.69 0.12 0.76
H -1.05 0.14 2.35
H -0.02 -0.84 3.58
```

The HOMO-LUMO gap comes out at 6.273 eV. The HOMO energy is -2.348 eV. The calculation puts the LUMO energy at 3.92 eV. As for the net charge: -1.



B | DFT (ωB97M-V/def2-TZVPD) results for 2 unconnected molecules or ions with the total composition C5H12NO.

```
19
C5H12NO ωB97M-V/def2-TZVPD
N 1.30 2.32 -0.36
C 1.52 1.49 0.89
O 1.93 0.25 0.62
H 1.79 3.21 -0.35
H 1.70 1.79 -1.12
H 2.24 2.07 1.53
H 0.53 1.55 1.42
C -0.84 -0.94 1.18
C -0.96 -1.26 -0.29
C -1.59 -2.36 -0.71
C -0.47 -0.20 -1.23
H 0.20 -0.65 1.38
H -1.19 -1.75 1.82
H -1.43 -0.04 1.38
H -1.60 -2.60 -1.77
H -2.06 -3.08 -0.05
H -0.53 -0.60 -2.24
H 0.53 0.11 -0.92
H -1.05 0.72 -1.15
```

The HOMO-LUMO gap comes out at 6.738 eV. The HOMO energy is -2.754 eV. The calculation puts the LUMO energy at 3.98 eV. As for the net charge: -1.



It is A that is the least stable of them.



A | DFT (ωB97M-V/def2-TZVPD) results for a gas-phase ion, C5H12NO (charge -1).

```
19
C5H12NO ωB97M-V/def2-TZVPD
C -2.77 -0.09 -1.04
C -1.47 -0.33 -0.28
C -0.44 0.69 -0.79
C 0.83 0.76 0.06
N 0.50 0.82 1.49
C 1.70 -0.58 -0.21
O 1.87 -1.34 0.88
H -3.30 0.75 -0.60
H -3.42 -0.96 -1.01
H -2.52 0.24 -2.04
H -1.52 -0.06 0.78
H -1.02 -1.32 -0.36
H -0.08 0.44 -1.79
H -0.93 1.66 -0.65
H 1.47 1.61 -0.19
H 0.30 -0.15 1.72
H 1.35 1.02 2.01
H 1.17 -1.13 -1.04
H 2.65 -0.22 -0.70
```

The HOMO-LUMO gap comes out at 6.357 eV. The HOMO energy is -2.400 eV. The calculation puts the LUMO energy at 3.96 eV. As for the net charge: -1. The structure (SMILES) is CCC[C@@H](N)C[O-].



B | DFT (ωB97M-V/def2-TZVPD) results for a gas-phase ion, C5H12NO (charge -1).

```
19
C5H12NO ωB97M-V/def2-TZVPD
C -1.83 1.53 0.09
C -0.44 1.21 -0.23
C 0.24 0.01 0.54
C -0.65 -1.29 0.70
O -0.10 -2.17 1.46
N 1.70 -0.35 0.37
C 1.96 -0.71 -1.10
H -2.35 2.30 -0.55
H -2.58 0.78 -0.16
H -1.98 2.02 0.99
H -0.26 0.91 -1.31
H 0.34 1.91 0.13
H 0.28 0.40 1.65
H -1.70 -1.14 1.05
H -0.63 -1.73 -0.28
H 1.75 -1.33 0.91
H 1.92 0.17 -1.74
H 1.33 -1.42 -1.45
H 3.02 -1.10 -1.09
```

The HOMO-LUMO gap comes out at 6.053 eV. The HOMO energy is -2.070 eV. The calculation puts the LUMO energy at 3.98 eV. As for the net charge: -1. The structure (SMILES) is CC[C@@H](C[O-])NC.



It is B that is the least stable of them.



A | DFT (ωB97M-V/def2-TZVPD) results for a gas-phase ion, C5H12NO (charge -1).

```
19
C5H12NO ωB97M-V/def2-TZVPD
C 0.95 1.33 -0.58
C 0.53 0.28 0.43
C 1.68 -0.52 0.98
C -0.73 -0.50 0.05
N -0.58 -1.44 -1.08
C -1.94 0.45 -0.19
O -2.29 1.21 0.84
H 1.74 1.89 -0.08
H 1.32 0.83 -1.47
H 0.18 2.07 -0.74
H 0.07 0.87 1.24
H 1.30 -1.11 1.82
H 2.50 0.12 1.30
H 2.07 -1.19 0.22
H -0.96 -1.01 1.01
H -1.50 -1.84 -1.23
H 0.00 -2.21 -0.75
H -2.74 -0.22 -0.63
H -1.59 1.01 -1.11
```

The HOMO-LUMO gap comes out at 6.268 eV. The HOMO energy is -2.340 eV. The calculation puts the LUMO energy at 3.93 eV. As for the net charge: -1. The structure (SMILES) is CC(C)[C@H](N)C[O-].



B | DFT (ωB97M-V/def2-TZVPD) results for a gas-phase ion, C5H12NO (charge -1).

```
19
C5H12NO ωB97M-V/def2-TZVPD
C 2.67 0.80 -1.02
C 1.56 0.06 -0.37
N 0.32 0.86 -0.25
C -0.56 0.48 1.02
C -1.97 0.08 0.62
C -2.16 -1.40 0.12
O -3.16 -1.59 -0.73
H 2.37 1.86 -1.16
H 3.04 0.39 -1.95
H 3.53 0.66 -0.29
H 1.48 -1.01 -0.89
H 1.79 -0.14 0.75
H -0.26 0.50 -1.07
H -0.52 1.36 1.60
H 0.02 -0.30 1.53
H -2.29 0.77 -0.21
H -2.58 0.21 1.58
H -2.22 -2.03 0.92
H -1.05 -1.54 -0.19
```

The HOMO-LUMO gap comes out at 6.008 eV. The HOMO energy is -2.263 eV. The calculation puts the LUMO energy at 3.74 eV. As for the net charge: -1. The structure (SMILES) is CCNCCC[O-].



It is B that is the least stable of them.